# 1
{
  "formula": "C2H8IN2",
  "method": "the ωB97M-V functional and the def2-TZVPD basis",
  "multiplicity": 1,
  "e_homo_ev": -12.64,
  "e_lumo_ev": -5.65,
  "charge": 1,
  "orbital_gap_ev": 6.985,
  "energy_ha": -487.8763,
  "relative_energy_kcal_mol": 54.4,
  "elements": ["C", "C", "N", "N", "I", "H", "H", "H", "H", "H", "H", "H", "H"],
  "coordinates": [[-1.261097, 0.546039, -0.248816], [0.169373, 0.280656, 0.160499], [0.561815, 0.225212, 1.433714], [1.070025, -0.420923, -0.797678], [1.162466, 2.788532, -0.876573], [-2.008425, -0.323303, -0.096797], [-1.492264, 0.935393, -1.273230], [-1.792811, 1.155917, 0.563800], [1.391867, -0.331906, 1.595934], [0.247457, 0.904283, 2.129362], [0.579025, -0.450479, -1.643564], [1.928248, 0.407109, -0.705632], [1.188093, -1.429692, -0.573962]],
  "forces_ev_per_a": [[-2.6, -0.3, 1.3], [-1.3, 1.6, 0.0], [0.0, -0.6, -1.3], [1.4, 1.1, 3.1], [0.0, -1.4, 0.4], [1.8, 0.2, -0.4], [0.8, -0.1, 1.1], [1.2, 0.0, -1.3], [0.1, 0.5, 0.6], [0.0, -0.5, -0.3], [-0.4, 0.7, -2.3], [-1.7, -1.8, -1.3], [0.6, 0.5, 0.4]],
  "lowdin_charge": [-0.1066, -0.5346, 0.1866, 0.1446, 0.2397, 0.1284, 0.0924, 0.1234, 0.1407, 0.1623, 0.1180, 0.1200, 0.1850]
}

# 2
{
  "formula": "C4H13NS",
  "method": "the ωB97M-V functional and the def2-TZVPD basis",
  "multiplicity": 1,
  "smiles": "CCN.CCS",
  "e_homo_ev": -8.46,
  "e_lumo_ev": 1.00,
  "orbital_gap_ev": 9.452,
  "energy_ha": -613.1154,
  "relative_energy_kcal_mol": 8.5,
  "elements": ["C", "C", "N", "H", "H", "H", "H", "H", "H", "H", "H", "C", "C", "S", "H", "H", "H", "H", "H"],
  "coordinates": [[-1.621584, 0.821841, 0.917046], [-0.795893, 1.982564, 0.385571], [0.521110, 2.090940, 1.008190], [-2.409439, 0.593898, 0.245757], [-1.004995, -0.079493, 1.019509], [-2.041402, 1.065120, 1.850831], [-0.545978, 1.872948, -0.702600], [-1.443975, 2.838134, 0.517291], [0.511113, 2.101308, 2.018778], [1.082648, 2.877717, 0.709605], [0.995680, 0.543302, -0.330224], [0.188777, -2.407762, -1.299544], [1.432620, -1.930244, -0.567964], [1.916971, -0.236211, -0.972874], [0.330773, -2.306342, -2.395358], [-0.732285, -1.804290, -0.987922], [-0.028637, -3.492538, -1.045568], [2.281449, -2.540694, -0.896447], [1.363053, -1.990196, 0.525923]],
  "forces_ev_per_a": [[1.8, -0.5, -0.7], [0.5, 0.0, -0.9], [0.0, -0.1, 0.6], [-0.9, -0.2, -0.7], [-0.1, 0.1, 0.1], [-0.5, 0.3, 1.3], [-0.7, 0.0, 0.7], [0.0, 0.7, -0.2], [-0.2, 0.0, 0.1], [-0.3, 0.0, -0.2], [0.5, -0.8, 0.0], [-1.4, -0.3, 0.4], [-0.1, 0.1, 0.2], [0.2, 0.5, -0.4], [-0.2, -0.1, 0.7], [1.2, -0.8, -0.5], [0.2, 1.2, -0.4], [0.0, 0.2, 0.2], [-0.1, -0.3, -0.3]],
  "lowdin_charge": [-0.0988, -0.3543, -0.0470, 0.0611, 0.0664, 0.0537, 0.1074, 0.0915, 0.0721, 0.0751, -0.1883, -0.2011, -0.6537, 0.6756, 0.0669, 0.0739, 0.0807, 0.0575, 0.0612]
}

# 3
{
  "formula": "C4H15N3O",
  "method": "the ωB97M-V functional and the def2-TZVPD basis",
  "multiplicity": 1,
  "e_homo_ev": -16.10,
  "e_lumo_ev": -6.88,
  "charge": 2,
  "orbital_gap_ev": 9.215,
  "energy_ha": -400.2693,
  "relative_energy_kcal_mol": 52.8,
  "elements": ["C", "C", "C", "C", "N", "N", "N", "H", "H", "H", "H", "H", "H", "H", "H", "H", "H", "H", "H", "H", "H", "H", "O"],
  "coordinates": [[0.400315, -0.841433, -1.832038], [-0.908130, -0.278951, -1.145627], [-0.531310, 0.836574, -0.220085], [0.059930, 1.960630, -0.787119], [0.590773, 2.969740, -0.022123], [-0.871735, 0.701435, 1.175288], [1.109057, -1.744244, -0.762628], [0.199714, -1.459696, -2.709242], [1.138851, -0.014976, -2.156229], [-1.585808, 0.215290, -1.926039], [-1.429740, -1.165724, -0.758757], [0.189452, 2.102282, -1.854331], [1.189115, 3.637849, -0.443156], [0.551793, 2.841717, 0.963910], [-0.419600, -0.064425, 1.681499], [-1.893910, 0.511803, 1.414001], [-0.751619, 1.642640, 1.597419], [0.821231, -1.635874, 0.265614], [0.779374, -2.626718, -1.003484], [2.162478, -1.728697, -0.781621], [0.316796, -1.721133, 3.565073], [-0.972891, -2.293749, 2.990763], [-0.144135, -1.844339, 2.748912]],
  "forces_ev_per_a": [[0.4, 1.6, 0.5], [0.3, 0.3, -2.2], [0.4, 0.6, -2.3], [0.1, -0.2, 3.0], [-1.4, -1.6, -1.1], [-1.7, 1.3, 1.2], [0.8, 2.1, 1.1], [0.0, -0.2, 0.3], [-1.2, -1.4, 0.7], [0.9, -1.3, 0.7], [-0.2, 0.6, 0.3], [-0.2, -0.4, 0.0], [0.3, 0.7, 0.0], [0.6, 0.7, 0.4], [0.6, 0.0, 0.6], [1.0, 0.3, -1.0], [0.2, -0.9, 0.4], [0.4, 0.3, -1.7], [-0.2, -2.5, -0.4], [-1.2, -0.1, -0.2], [0.6, 0.0, 1.0], [0.4, 0.0, 0.0], [-1.0, 0.2, -1.3]],
  "lowdin_charge": [-0.0850, -0.1348, -0.2980, -0.0643, 0.1298, 0.2186, 0.1999, 0.1326, 0.1496, 0.1602, 0.1278, 0.1518, 0.1167, 0.0898, 0.1123, 0.2177, 0.1744, 0.1678, 0.1256, 0.2006, 0.0572, 0.0846, -0.0349]
}

# 4
{
  "formula": "C2H6ClN",
  "method": "the ωB97M-V functional and the def2-TZVPD basis",
  "multiplicity": 1,
  "smiles": "C=CCl.N",
  "e_homo_ev": -10.06,
  "e_lumo_ev": 0.89,
  "orbital_gap_ev": 10.952,
  "energy_ha": -594.6781,
  "relative_energy_kcal_mol": 46.4,
  "elements": ["C", "C", "N", "Cl", "H", "H", "H", "H", "H", "H"],
  "coordinates": [[0.106363, -0.736139, 0.376309], [1.038978, -0.093824, -0.160131], [-1.058258, 1.821105, -0.585494], [2.684910, 0.044451, 0.343677], [-0.908956, -0.756408, 0.124542], [-0.866762, 1.227895, 0.140415], [0.408248, -1.363603, 1.205295], [0.835532, 0.820617, -0.703877], [-0.725026, 1.468801, -1.426104], [-0.398581, 2.660659, -0.373666]],
  "forces_ev_per_a": [[-1.1, -3.9, 3.2], [2.9, 4.6, -1.9], [0.0, 5.4, 0.3], [0.4, -0.7, 0.3], [-1.2, 0.3, -0.5], [0.3, -1.8, 1.9], [-0.3, -0.5, 0.0], [0.3, -0.8, -0.9], [0.5, -1.0, -1.8], [-1.7, -1.6, -0.6]],
  "lowdin_charge": [-0.0863, -0.6873, 0.0150, 0.6106, 0.0606, -0.0735, 0.0739, 0.0196, -0.0186, 0.0860]
}